(1)
107
Properties=species:S:1:pos:R:3:forces:R:3 method="wB97M-V/def2-TZVPD" gap_ha=0.188 e_above_lowest_kj_mol=241.2
Y 0.70399 0.03512 -1.06979 -0.6 0.5 0.0
S 8.39260 0.54818 -1.76817 0.4 0.1 0.0
N 7.48532 0.45168 -0.43359 0.1 0.0 -0.1
C 6.24439 0.30052 -0.84259 -0.4 0.0 -0.1
C 5.08313 0.16730 0.02325 0.0 0.1 -0.2
C 5.17551 0.19787 1.40773 0.1 0.0 0.1
C 4.02979 0.07652 2.16666 0.1 0.0 0.0
C 2.82681 -0.08253 1.50047 -0.1 -0.2 0.0
N 2.71411 -0.10778 0.17559 0.5 0.1 0.1
C 3.82364 0.05687 -0.57864 0.1 -0.3 0.1
C 3.69175 -0.02744 -2.04957 0.1 -0.2 0.0
N 2.47337 -0.26117 -2.56208 0.7 -0.1 -0.3
C 2.33739 -0.39505 -3.88286 -0.1 0.0 0.1
C 3.38694 -0.28027 -4.77091 0.1 -0.1 0.0
C 4.64334 -0.03468 -4.25760 0.1 0.0 -0.1
C 4.81120 0.06334 -2.88336 0.1 0.1 0.1
C 6.11063 0.26442 -2.26104 -0.4 0.0 0.1
N 7.25218 0.38852 -2.90226 0.1 0.0 0.1
H 6.15311 0.31053 1.86296 -0.1 0.0 0.0
H 4.05391 0.08937 3.24840 0.0 0.0 -0.1
H 1.91305 -0.22798 2.06375 0.0 0.0 0.0
H 1.33841 -0.58944 -4.24763 -0.1 0.1 0.0
H 3.21073 -0.37412 -5.83337 0.0 0.0 0.1
H 5.51088 0.07392 -4.89949 -0.1 0.0 0.0
O 0.86525 -2.91486 2.13135 0.0 0.1 0.1
C 1.13977 -2.76821 0.95823 -0.7 0.0 0.0
O 0.37855 -2.03099 0.15194 1.0 0.3 0.1
C 2.34845 -3.52256 0.43338 -0.1 0.1 -0.2
C 2.75004 -4.65967 1.12106 0.0 -0.1 0.1
C 3.86285 -5.34668 0.66661 0.0 -0.1 0.0
C 4.53817 -4.86739 -0.44458 0.0 0.0 0.0
C 4.05956 -3.72087 -1.06274 0.0 0.0 0.0
N 2.98320 -3.06481 -0.63883 0.0 0.2 -0.1
H 2.19081 -4.97575 1.99056 0.0 0.0 0.0
H 4.19967 -6.24454 1.17201 0.0 0.1 0.0
H 5.41874 -5.36680 -0.82908 -0.1 0.0 0.0
H 4.55655 -3.31348 -1.94115 0.0 0.0 0.1
C -3.43242 1.06797 -0.47392 0.2 0.1 0.0
N -3.09888 1.39234 0.89746 0.0 -0.1 0.1
C -2.04678 2.37153 1.01125 0.0 -0.1 -0.1
P -0.35365 1.60998 1.11218 0.0 0.6 0.5
C 0.65676 3.12878 1.21585 0.1 0.0 0.1
C 1.72271 3.21821 2.11186 0.0 0.0 0.0
C 2.52868 4.34451 2.13355 0.0 0.0 0.0
C 2.28227 5.39431 1.25906 0.0 0.0 0.0
C 1.23932 5.30465 0.35270 0.0 0.0 0.0
C 0.43354 4.17447 0.32516 0.0 0.1 0.0
C -0.43548 1.04397 2.84507 0.0 -0.1 0.0
C -0.45241 -0.31981 3.11262 0.0 0.0 0.1
C -0.58624 -0.78347 4.41727 0.0 0.0 0.0
C -0.71619 0.12021 5.46012 0.0 -0.1 0.0
C -0.70877 1.48782 5.19964 0.0 0.0 0.0
C -0.57004 1.94863 3.90135 0.0 0.0 0.0
C -4.12638 1.31841 1.87141 0.0 0.1 0.0
C -4.32702 2.30511 2.84063 0.0 0.0 0.0
C -5.32782 2.17055 3.79513 0.0 0.0 0.0
C -6.16434 1.06611 3.80105 0.0 0.0 0.0
C -5.98481 0.09204 2.82811 0.0 0.0 0.0
C -4.98032 0.21015 1.88124 0.0 0.0 0.0
P -2.31679 -0.15199 -1.34128 -0.5 -0.3 0.2
C -3.07689 -0.07254 -3.00574 0.1 0.1 -0.1
C -2.39717 -0.65069 -4.07510 0.0 0.0 0.0
C -2.91548 -0.62206 -5.35929 0.0 0.0 0.0
C -4.12295 0.01685 -5.60255 0.0 0.0 0.0
C -4.80577 0.60960 -4.55170 0.0 0.0 0.0
C -4.29114 0.56232 -3.26232 -0.1 -0.1 0.0
C -2.97446 -1.72903 -0.66882 0.0 0.0 0.0
C -3.62869 -2.68306 -1.44597 0.0 0.0 0.0
C -4.03171 -3.88768 -0.88248 0.0 0.0 -0.1
C -3.78461 -4.15061 0.45772 0.0 0.0 0.0
C -3.13192 -3.20579 1.23925 0.0 0.0 0.0
C -2.72538 -2.00496 0.67606 0.0 -0.1 -0.1
H -3.40944 1.97786 -1.08810 0.0 0.0 0.0
H -4.43456 0.65828 -0.51375 -0.1 0.0 0.0
H -2.12432 2.92836 1.93390 0.0 0.1 0.1
H -2.06998 3.08269 0.18391 0.0 0.0 -0.1
H 1.92243 2.40612 2.80111 0.0 0.0 0.0
H 3.35853 4.39912 2.82861 0.0 0.0 0.0
H 2.91811 6.27152 1.27103 0.0 0.0 0.0
H 1.06371 6.10025 -0.36059 0.0 0.0 0.0
H -0.33738 4.10603 -0.42889 0.0 0.0 0.0
H -0.34544 -1.03964 2.31332 0.0 0.0 0.0
H -0.57841 -1.85162 4.60327 0.0 0.1 0.0
H -0.82311 -0.23665 6.47787 0.0 0.0 0.0
H -0.80745 2.19638 6.01318 0.0 0.0 0.0
H -0.55529 3.01582 3.70876 0.0 0.0 0.0
H -3.72556 3.20265 2.86107 0.0 0.0 0.0
H -5.45698 2.95355 4.53303 0.0 0.0 0.0
H -6.94210 0.96610 4.54755 0.0 0.0 0.0
H -6.62339 -0.78344 2.80923 0.0 0.0 0.0
H -4.84646 -0.58304 1.15615 0.0 0.0 0.0
H -1.44089 -1.12243 -3.90983 0.0 0.0 0.0
H -2.36612 -1.08933 -6.16726 0.0 0.0 0.0
H -4.52606 0.05744 -6.60765 0.0 0.0 0.0
H -5.74746 1.11445 -4.73199 0.0 0.0 0.0
H -4.86348 1.02547 -2.47059 0.0 0.0 -0.1
H -3.81524 -2.49018 -2.49564 0.0 0.0 0.0
H -4.53439 -4.62548 -1.49728 0.0 0.0 0.0
H -4.09907 -5.09194 0.89356 0.0 0.0 0.0
H -2.92829 -3.40601 2.28521 0.0 0.0 -0.1
H -2.21301 -1.27275 1.28589 0.0 0.0 0.0
S -0.23709 1.63951 -3.01929 -0.2 0.0 0.4
S 0.71987 3.47382 -3.13740 0.3 0.2 -0.1
S 2.74764 3.18776 -3.08036 -0.2 0.0 -0.2
S 3.19629 2.69952 -1.15990 -0.3 -0.1 0.2
I 0.12547 -2.77894 -2.10965 -0.3 -1.3 -1.0
I -0.20765 -3.63520 -4.71963 0.1 0.2 0.3

(2)
99
Properties=species:S:1:pos:R:3:forces:R:3 method="wB97M-V/def2-TZVPD" gap_ha="0.266 / 0.224" s2=2.01 spin_multiplicity=3 total_charge=+1 e_above_lowest_kj_mol=5.0
Pd -0.11937 -0.17803 -0.01296 0.0 -0.3 0.1
C -0.31870 -0.01631 4.80075 0.0 0.0 -0.1
C 1.02695 -0.32596 4.22178 0.0 0.0 0.0
N 2.01544 -0.60668 5.02323 -0.1 0.0 0.0
C 3.23184 -0.87838 4.50038 0.1 0.0 0.0
C 3.50632 -0.85345 3.16338 0.0 0.0 0.1
C 4.92036 -1.11745 2.71440 0.0 0.0 0.0
O 5.03351 -2.20118 1.79792 0.0 0.0 0.0
C 2.44972 -0.54757 2.24762 0.0 0.0 0.0
C 2.81159 -0.41728 0.86303 0.0 -0.1 0.0
N 2.09414 -0.03259 -0.14583 -0.1 0.0 0.1
C 2.80463 0.27408 -1.33433 0.0 0.1 -0.1
C 4.14789 0.66799 -1.29908 0.0 0.0 0.0
C 4.84684 0.96859 -2.45148 0.0 0.0 0.0
C 4.22143 0.91308 -3.68734 0.0 0.0 0.0
C 2.88016 0.58008 -3.75051 0.0 0.0 0.1
C 2.18836 0.27952 -2.58577 0.0 0.1 0.0
I 0.14349 -0.08628 -2.80011 0.1 -0.1 0.0
C 1.16556 -0.30715 2.78148 0.1 0.0 0.1
O 0.08746 -0.09619 2.10961 -0.1 0.0 -0.1
H -0.26960 -0.08466 5.88403 0.0 0.0 0.0
H -1.07369 -0.70803 4.41934 0.0 0.0 0.0
H -0.63915 0.98624 4.50608 0.0 0.0 0.0
H 4.00986 -1.11005 5.21910 0.0 0.0 0.0
H 5.54306 -1.28196 3.59708 0.0 0.0 0.0
H 5.33583 -0.25157 2.19372 0.0 0.0 0.0
H 4.78495 -3.01223 2.25248 0.0 0.0 0.0
H 3.85045 -0.66321 0.66252 -0.1 0.0 0.0
H 4.65059 0.77734 -0.34743 0.0 0.0 0.0
H 5.88478 1.26466 -2.37744 0.0 0.0 0.0
H 4.76254 1.14921 -4.59328 0.0 0.0 0.0
H 2.36713 0.56319 -4.70256 0.0 0.0 0.0
O -2.99842 0.62554 1.48270 -0.1 0.1 0.0
C -3.74202 -0.46822 1.83482 -0.1 0.1 0.1
C -4.93111 -0.37269 2.54623 -0.1 0.0 0.0
C -5.65019 -1.52379 2.82653 0.0 0.1 0.0
C -5.19913 -2.75962 2.38622 0.0 0.0 0.0
C -4.04618 -2.83129 1.62406 0.0 0.0 0.0
C -3.30798 -1.68641 1.32746 0.1 -0.2 0.0
P -1.93303 -1.79467 0.13594 0.0 0.0 0.0
C -1.13625 -3.38476 0.52767 0.0 0.0 0.0
C -0.10310 -3.37412 1.46495 0.0 0.0 0.0
C 0.51479 -4.55657 1.84004 0.0 0.0 0.0
C 0.11328 -5.75863 1.27634 0.0 0.0 0.0
C -0.91344 -5.77737 0.34277 0.0 0.0 0.0
C -1.53935 -4.59824 -0.02969 0.0 0.0 0.0
C -2.82413 -2.09151 -1.42624 0.0 0.0 0.0
C -4.14548 -1.68268 -1.59903 0.0 0.0 0.0
C -4.77073 -1.83394 -2.82903 0.0 0.0 0.0
C -4.08730 -2.39839 -3.89498 0.0 0.0 0.0
C -2.77305 -2.81446 -3.73082 0.0 0.0 0.0
C -2.14334 -2.65838 -2.50683 0.0 0.0 0.0
C -2.64108 1.64690 2.32353 0.0 -0.1 0.1
C -3.09308 1.85896 3.61465 0.0 0.0 0.0
C -2.65357 2.98618 4.29934 0.0 0.0 0.0
C -1.77678 3.88574 3.71663 0.0 0.0 0.0
C -1.29235 3.63321 2.44183 0.0 0.0 0.0
C -1.70965 2.50558 1.74591 0.1 0.1 0.0
P -1.04888 2.00364 0.14753 0.2 0.1 -0.2
C 0.48232 2.93703 -0.09264 0.0 0.0 0.0
C 0.81841 3.46441 -1.33777 0.0 0.0 0.0
C 2.08814 3.98272 -1.55470 0.0 0.0 0.0
C 3.02683 3.97440 -0.53541 0.0 0.0 0.0
C 2.70002 3.44400 0.70762 0.0 0.0 0.0
C 1.43930 2.91816 0.92783 0.0 0.0 0.0
C -2.23055 2.57593 -1.08798 0.0 0.0 0.0
C -2.95012 1.65185 -1.83570 0.0 0.0 0.0
C -3.89448 2.08354 -2.75624 0.0 0.0 0.0
C -4.11704 3.44113 -2.92998 0.0 0.0 0.0
C -3.40464 4.36871 -2.17772 0.0 0.0 0.0
C -2.46651 3.93959 -1.25453 0.0 0.0 0.0
H -5.30783 0.59283 2.84706 0.0 0.0 0.0
H -6.57378 -1.44897 3.38507 0.0 0.0 0.0
H -5.75492 -3.65880 2.61354 0.0 0.0 0.0
H -3.71537 -3.79027 1.24752 0.0 0.0 0.0
H 0.20447 -2.43986 1.91334 0.0 0.0 0.0
H 1.30886 -4.53636 2.57527 0.0 0.0 0.0
H 0.59788 -6.68209 1.56481 0.0 0.0 0.0
H -1.23150 -6.71400 -0.09610 0.0 0.0 0.0
H -2.34010 -4.62724 -0.75761 0.0 0.0 0.0
H -4.69522 -1.24565 -0.77365 0.0 0.0 0.0
H -5.79899 -1.51729 -2.94808 0.0 0.0 0.0
H -4.57930 -2.52311 -4.85068 0.0 0.0 0.0
H -2.23803 -3.26500 -4.55671 0.0 0.0 0.0
H -1.11911 -2.99204 -2.38744 0.0 0.0 0.0
H -3.75397 1.16410 4.10526 0.0 0.0 0.0
H -3.00858 3.15454 5.30755 0.0 0.0 0.0
H -1.45682 4.76660 4.25551 0.0 0.0 0.0
H -0.57330 4.30614 1.99326 0.0 0.0 0.0
H 0.09177 3.46760 -2.14009 0.0 0.0 0.0
H 2.34148 4.39398 -2.52322 0.0 0.0 0.0
H 4.01544 4.37978 -0.70822 0.0 0.0 0.0
H 3.43249 3.43440 1.50522 0.0 0.0 0.0
H 1.19931 2.47427 1.88686 0.0 0.0 0.0
H -2.78141 0.59022 -1.69255 0.0 0.1 0.0
H -4.45147 1.35665 -3.33362 0.0 0.0 0.0
H -4.84938 3.78142 -3.65022 0.0 0.0 0.0
H -3.58457 5.42752 -2.30900 0.0 0.0 0.0
H -1.91907 4.66501 -0.66370 0.0 0.0 0.0